(1)
{"formula": "C31H24F4InN7O5", "method": "the ωB97M-V functional and the def2-TZVPD basis", "species": ["In", "C", "C", "N", "C", "C", "N", "C", "O", "O", "C", "O", "O", "H", "H", "H", "H", "H", "C", "N", "C", "C", "O", "H", "H", "H", "H", "H", "H", "H", "F", "C", "C", "F", "C", "C", "C", "F", "C", "C", "C", "N", "C", "N", "F", "C", "C", "N", "C", "N", "C", "C", "C", "C", "C", "C", "C", "C", "C", "C", "H", "H", "H", "H", "H", "H", "H", "H", "H", "H", "H", "H"], "coordinates": [[0.2870, -1.0391, -0.3499], [-2.2216, -3.3288, 2.2084], [-1.3251, -2.2486, 2.7053], [-0.7759, -1.3031, 1.9798], [-0.0263, -0.5115, 2.8210], [-0.1322, -0.9897, 4.1015], [-0.9814, -2.0877, 4.0004], [0.4859, -0.6003, 5.3905], [-0.1986, -1.0069, 6.5106], [1.5066, -0.0074, 5.5175], [0.6925, 0.6773, 2.2114], [1.2436, 1.4864, 2.9241], [0.5983, 0.7185, 0.9157], [-2.0624, -3.4545, 1.1395], [-3.2689, -3.0651, 2.3634], [-2.0236, -4.2775, 2.7088], [-1.2115, -2.7481, 4.7236], [-1.1065, -1.2581, 6.3110], [-1.1842, 2.7442, -0.6937], [-0.8241, 2.8926, -2.1095], [-1.0762, 4.1580, -2.7770], [-0.1114, 1.9419, -2.7253], [0.2578, 0.8825, -2.2259], [-1.5102, 3.7236, -0.3424], [-0.2870, 2.4753, -0.1365], [-1.8587, 0.7158, -0.7503], [-2.0751, 4.5147, -2.5312], [-1.0183, 4.0285, -3.8563], [-0.3547, 4.9194, -2.4728], [0.1213, 2.1826, -3.7729], [3.2311, -4.3574, 0.0451], [4.4257, -4.4956, -0.5025], [4.8131, -5.7246, -0.8752], [3.9808, -6.7333, -0.6800], [6.0947, -5.9863, -1.4939], [6.9132, -4.8117, -1.7020], [6.5229, -3.5818, -1.3358], [7.3522, -2.5747, -1.5440], [5.2483, -3.3225, -0.7028], [4.8584, -2.0694, -0.3252], [3.6457, -1.8116, 0.3886], [2.6743, -1.6056, 0.9676], [5.6262, -0.8874, -0.6065], [6.2057, 0.0713, -0.8601], [8.1028, -4.9524, -2.2612], [6.5003, -7.2391, -1.8461], [7.7659, -7.5173, -2.4684], [8.7698, -7.8129, -2.9419], [5.7032, -8.4171, -1.6350], [5.1330, -9.4005, -1.4700], [-3.7508, 1.8485, -2.4502], [-3.6762, 1.8542, -0.9116], [-4.2522, 3.1745, -0.3990], [-2.2330, 1.6772, -0.3950], [-4.4618, 0.6493, -0.3832], [-5.4533, 0.7569, 0.5867], [-6.1323, -0.3664, 1.0511], [-5.8340, -1.6227, 0.5499], [-4.8423, -1.7477, -0.4169], [-4.1658, -0.6274, -0.8702], [-3.4584, 2.8141, -2.8651], [-4.7724, 1.6441, -2.7764], [-3.1011, 1.0879, -2.8863], [-3.7129, 4.0160, -0.8376], [-4.1700, 3.2610, 0.6868], [-5.3036, 3.2839, -0.6749], [-2.2742, 1.5952, 0.6953], [-5.7126, 1.7233, 0.9975], [-6.9010, -0.2503, 1.8059], [-6.3690, -2.4955, 0.9035], [-4.5959, -2.7222, -0.8219], [-3.3955, -0.7523, -1.6223]], "relative_energy_kcal_mol": 20.6, "total_charge": 0, "homo_ev": [-7.86, -7.87], "largest_force_ev_per_a": 0.5, "gap_ev": [4.247, 4.258]}



(2)
{"formula": "C4H6Cl2OS", "method": "the ωB97M-V functional and the def2-TZVPD basis", "species": ["C", "C", "C", "C", "O", "S", "Cl", "Cl", "H", "H", "H", "H", "H", "H"], "coordinates": [[0.5620, -0.5846, 0.0013], [1.6150, -1.3684, 0.1752], [0.3431, 0.1835, -1.2700], [-0.6121, -0.5630, 0.9760], [3.8064, 0.6941, 1.5828], [4.6626, -0.4587, 1.8265], [1.9525, -2.4465, 1.4779], [2.7905, -1.7467, -1.0503], [-0.7784, 0.3793, -1.2939], [0.5999, -0.3355, -2.1561], [0.9020, 1.2331, -1.1639], [-0.4980, -1.5828, 1.4518], [-1.5463, -0.4452, 0.4909], [-0.4588, 0.2483, 1.6205]], "relative_energy_kcal_mol": 52.9, "total_charge": 0, "homo_ev": [-8.84, -8.83], "largest_force_ev_per_a": 3.5, "gap_ev": [7.628, 7.608]}



(3)
{"formula": "C23H31AsIN7NdO3", "method": "the ωB97M-V functional and the def2-TZVPD basis", "species": ["Nd", "C", "C", "N", "C", "C", "C", "O", "C", "C", "N", "C", "C", "C", "C", "C", "C", "I", "C", "O", "H", "H", "H", "H", "H", "H", "H", "H", "H", "H", "H", "H", "N", "C", "C", "N", "H", "H", "H", "H", "H", "H", "H", "H", "C", "As", "C", "C", "H", "H", "H", "H", "H", "H", "H", "H", "H", "N", "C", "O", "C", "C", "N", "C", "N", "H", "H"], "coordinates": [[0.7819, -0.4834, 1.2894], [-1.3760, -3.5970, -2.0659], [-2.1732, -2.3603, -1.7258], [-3.3004, -2.2595, -2.4183], [-4.1173, -1.2629, -2.1619], [-3.8986, -0.2621, -1.2373], [-4.8919, 0.8466, -1.0431], [-5.2930, 0.7744, 0.3348], [-2.7510, -0.4642, -0.3592], [-2.4580, 0.4543, 0.7155], [-1.6507, 0.2163, 1.7576], [-1.7222, 0.8946, 2.9717], [-2.2498, 2.1951, 3.0833], [-2.0864, 2.9979, 4.2334], [-1.3069, 2.5601, 5.2818], [-0.7726, 1.2875, 5.2143], [-0.9978, 0.4517, 4.1183], [-0.0041, -1.4797, 4.2498], [-1.7954, -1.4558, -0.7113], [-0.6232, -1.5494, -0.2125], [-1.8382, -4.1068, -2.9005], [-1.3346, -4.2656, -1.1957], [-0.3266, -3.3788, -2.3278], [-5.0155, -1.2677, -2.7855], [-5.7105, 0.7039, -1.8293], [-4.4081, 1.7922, -1.3488], [-6.1954, 1.1227, 0.4820], [-2.9916, 1.4312, 0.6943], [-2.7437, 2.6551, 2.2134], [-2.5543, 3.9866, 4.1996], [-1.0987, 3.2389, 6.1101], [-0.0642, 1.0162, 6.0225], [3.4198, -0.8472, 1.4109], [3.7197, -2.2401, 1.7304], [2.8603, -3.2392, 0.9022], [1.4246, -3.0638, 1.0819], [3.7307, -0.5958, 0.4720], [3.9793, -0.2302, 2.0053], [3.4972, -2.3642, 2.7762], [4.8105, -2.4542, 1.6478], [3.1831, -4.2832, 1.1928], [3.1604, -3.0979, -0.1405], [1.0665, -3.5367, 1.9121], [0.8729, -3.4301, 0.3106], [1.3420, 0.8722, -3.6857], [2.5278, -0.5767, -3.0848], [4.1929, 0.2391, -3.8723], [2.1596, -2.1129, -4.3508], [1.1107, 0.6642, -4.7641], [1.8717, 1.8138, -3.6230], [0.4866, 0.8930, -3.0008], [4.0921, 0.2625, -4.9692], [5.1033, -0.2953, -3.5503], [4.1985, 1.2875, -3.4963], [2.2718, -1.8555, -5.4324], [1.1568, -2.5415, -4.1410], [2.8906, -2.8449, -4.0592], [0.1368, 3.5849, -0.7208], [0.6197, 2.7800, 0.2191], [0.8118, 1.5575, -0.0936], [0.9855, 3.3149, 1.5131], [1.0364, 4.6726, 1.8772], [1.0668, 5.7811, 2.1868], [1.4947, 2.3451, 2.4319], [1.9176, 1.3092, 2.8560], [-0.2270, 3.1885, -1.5849], [-0.0038, 4.6114, -0.6054]], "relative_energy_kcal_mol": 0.0, "total_charge": 1, "homo_ev": [-10.66, -10.67], "largest_force_ev_per_a": 3.3, "gap_ev": [7.140, 7.150], "multiplicity": 4}